1.
Entry from OMol25: 7 unconnected molecules or ions with the total composition C65H66Cl2F13IN8O18S at a distorted geometry (the ωB97M-V functional and the def2-TZVPD basis).

Results
- energy (Eh) = -7222.74812
- largest force on an atom (eV/A) = 4.5
- HOMO-LUMO gap (eV) = 8.692
- SMILES string = CCC[C@](OC)([C@H](Cl)[C@@H](C)Cl)[C@@](CCCI)(CC(=O)OC(C)=O)O[C@H](CCSc1nnco1)CCC(F)(F)C(F)(F)C(F)(F)C(F)(F)C(F)(F)C(F)(F)F.O=[N+]([O-])c1ccccc1.O=[N+]([O-])c1ccccc1.O=[N+]([O-])c1ccccc1.O=[N+]([O-])c1ccccc1.O=[N+]([O-])c1ccccc1.O=[N+]([O-])c1ccccc1

ORCA input file:
```
! RIJCOSX wB97M-V def2-TZVPD def2/J DEFGRID3
* xyz 0 1
C -2.99171 -1.99746 1.12770
C -2.55419 -2.45489 2.55860
C -1.35548 -1.65261 3.16372
C -0.03920 -2.37976 3.48304
O -0.09267 -3.40810 4.46113
C -1.25863 -3.49127 5.25002
C 1.04416 -1.32858 4.11981
Cl 1.59493 -1.85148 5.77938
C 0.55515 0.14014 4.27648
C -0.25093 0.43286 5.58915
Cl 2.11208 1.13994 4.51148
C 0.71153 -3.01742 2.25007
C -0.05748 -4.13325 1.51054
C -0.37359 -5.40755 2.36289
C -0.44807 -6.70421 1.49700
I -2.12743 -7.91400 2.17816
C 1.07253 -1.88157 1.23460
C 0.54188 -2.05485 -0.18177
O 1.07462 -2.73691 -0.96114
O -0.59237 -1.34549 -0.62713
C -0.26172 -0.13441 -1.19844
C 1.00082 0.09805 -1.99289
O -1.03713 0.73298 -1.07778
O 1.84117 -3.63360 2.86178
C 2.83832 -4.10168 1.97580
C 3.06466 -5.62619 2.22734
C 3.04945 -6.00421 3.71525
S 3.27824 -7.84252 3.89198
C 2.84678 -8.57937 2.36052
N 1.91732 -9.45651 2.09293
N 1.89051 -9.73547 0.80016
C 2.81620 -9.02384 0.21668
O 3.40653 -8.32357 1.15282
C 4.13908 -3.28994 2.28739
C 5.35362 -3.71092 1.41554
C 6.56913 -4.14733 2.26718
F 7.42178 -4.76197 1.41326
F 6.10077 -5.08262 3.13324
C 7.26775 -2.97846 3.00028
F 7.47212 -2.00409 2.09527
F 6.46214 -2.43256 3.91885
C 8.60765 -3.37506 3.73544
F 8.67711 -4.69676 3.97292
F 8.57751 -2.80017 4.94317
C 9.89977 -2.98907 2.96996
F 9.82011 -3.31531 1.67328
F 10.06064 -1.65799 2.99796
C 11.22239 -3.63404 3.49857
F 12.22195 -3.01510 2.83953
F 11.33416 -4.91702 3.17186
C 11.52635 -3.43664 5.00781
F 10.84554 -4.27412 5.77355
F 12.80973 -3.69155 5.24250
F 11.31090 -2.20227 5.41799
H -2.56337 -2.62713 0.33858
H -2.80659 -0.92775 0.97568
H -4.08084 -2.15646 1.06557
H -3.44854 -2.29760 3.18473
H -2.41026 -3.54465 2.56403
H -1.76755 -1.16277 4.05859
H -1.17989 -0.81480 2.46853
H -1.57939 -2.54115 5.70814
H -2.09947 -3.97220 4.72056
H -1.02651 -4.15682 6.09769
H 1.98569 -1.27907 3.56641
H 0.09650 0.58637 3.39253
H -0.77160 -0.44973 5.96895
H 0.40764 0.89185 6.33037
H -0.98494 1.21037 5.31366
H 0.55109 -4.53529 0.67968
H -1.00332 -3.84743 1.03147
H -1.36388 -5.30712 2.83350
H 0.33046 -5.55858 3.18623
H 0.42428 -7.33766 1.70278
H -0.53932 -6.50813 0.42322
H 2.15449 -1.71134 1.12841
H 0.69600 -0.90032 1.57904
H 1.89934 -0.30569 -1.50935
H 1.14325 1.15668 -2.21038
H 0.90548 -0.42475 -2.95995
H 2.62667 -4.01683 0.89729
H 2.23482 -6.11840 1.69745
H 4.01180 -5.96044 1.78400
H 3.89542 -5.55830 4.25702
H 2.13145 -5.73282 4.24677
H 3.05868 -8.97606 -0.83563
H 3.93862 -2.22090 2.11531
H 4.31095 -3.39905 3.36816
H 5.12567 -4.55228 0.74974
H 5.65687 -2.87049 0.77442
O -3.30603 5.16656 1.74569
N -3.66144 5.79842 0.77152
O -4.34837 6.80579 0.82479
C -3.24103 5.31312 -0.54775
C -2.49390 4.14908 -0.63027
C -2.11492 3.67479 -1.87419
C -2.47967 4.36742 -3.02217
C -3.21858 5.53841 -2.92793
C -3.60332 6.01541 -1.68488
H -2.20655 3.60543 0.25828
H -1.53715 2.76337 -1.94929
H -2.18683 3.99209 -3.99516
H -3.49484 6.07303 -3.81823
H -4.18041 6.92558 -1.62187
O -8.54620 9.52638 -3.77198
N -7.58934 9.16867 -3.10818
O -6.48088 8.95763 -3.56166
C -7.78929 8.97057 -1.66931
C -9.04845 9.16586 -1.12663
C -9.23892 8.95482 0.22857
C -8.17381 8.55602 1.02607
C -6.91374 8.37272 0.47162
C -6.71822 8.58045 -0.88302
H -9.88046 9.47569 -1.74272
H -10.21906 9.09777 0.66424
H -8.32659 8.38573 2.08450
H -6.08896 8.06539 1.09462
H -5.73694 8.43366 -1.30875
O -5.44571 6.03991 -4.66957
N -5.87815 5.23278 -5.47007
O -5.27571 4.24657 -5.84755
C -7.21778 5.47162 -6.01962
C -7.91033 6.60735 -5.63808
C -9.16516 6.84617 -6.17404
C -9.71553 5.94889 -7.07933
C -9.01414 4.80753 -7.44681
C -7.75761 4.56522 -6.91617
H -7.48609 7.30952 -4.93492
H -9.71262 7.73446 -5.88786
H -10.69433 6.14006 -7.50143
H -9.44667 4.10868 -8.15048
H -7.21498 3.67726 -7.20790
O -2.55006 -6.83149 -2.66094
N -1.74695 -7.71357 -2.43656
O -0.60185 -7.52530 -2.06696
C -2.18295 -9.10190 -2.62616
C -3.46568 -9.35388 -3.08130
C -3.86619 -10.66485 -3.28061
C -2.98693 -11.70744 -3.02015
C -1.70670 -11.44162 -2.55423
C -1.29930 -10.13260 -2.35577
H -4.15434 -8.54648 -3.28541
H -4.86406 -10.87495 -3.64204
H -3.30073 -12.73119 -3.18161
H -1.02472 -12.25576 -2.34865
H -0.30048 -9.93209 -1.99469
O 1.19722 7.47863 -2.64287
N 0.13699 7.94906 -3.00712
O -0.88211 7.94948 -2.34680
C 0.08111 8.55569 -4.34374
C 1.21101 8.54276 -5.14285
C 1.14745 9.09516 -6.41209
C -0.03798 9.65648 -6.86728
C -1.16151 9.67186 -6.05210
C -1.10471 9.11857 -4.78299
H 2.13638 8.10702 -4.79384
H 2.02210 9.08562 -7.04888
H -0.08664 10.08263 -7.86163
H -2.08346 10.11225 -6.40790
H -1.98372 9.13054 -4.15391
O 5.37281 3.79421 -2.46165
N 4.77597 2.97836 -1.79048
O 4.16260 2.03497 -2.24357
C 4.79974 3.14510 -0.33157
C 5.46738 4.23077 0.20289
C 5.48174 4.40929 1.57265
C 4.83610 3.50442 2.39886
C 4.17097 2.40774 1.86262
C 4.14769 2.22095 0.48560
H 5.97514 4.94079 -0.43403
H 5.99735 5.25926 1.99949
H 4.84785 3.65279 3.47162
H 3.67588 1.70974 2.53919
H 3.63009 1.36963 0.06678
*
```

Atomic partial charges in e from the Mulliken method, atoms 1 to 6: atom 1 (C): -1.32, atom 2 (C): -0.57, atom 3 (C): -0.79, atom 4 (C): 0.85, atom 5 (O): -0.22, atom 6 (C): -0.64

2.
Entry from OMol25: 2 unconnected molecules or ions with the total composition C4H11NO at a distorted geometry (the ωB97M-V functional and the def2-TZVPD basis).

Results
- energy above the lowest of the compared OMol25 structures with the same formula, charge and spin (kJ/mol) = 69.9
- energy (Eh) = -288.99041
- largest force on an atom (eV/A) = 2.0
- HOMO-LUMO gap (eV) = 10.863
- SMILES string = [H]/N=C(\C)CC.O

ORCA input file:
```
! RIJCOSX wB97M-V def2-TZVPD def2/J DEFGRID3
* xyz 0 1
H 0.00211 -2.48676 0.28825
N 0.34523 -1.59731 -0.07433
C -0.50391 -0.66710 -0.13468
C -1.95436 -0.80772 0.23154
C -0.01175 0.64558 -0.86663
C 0.14922 1.78598 0.12932
H -2.31181 0.10481 0.70585
H -2.11478 -1.64386 0.91162
H -2.54691 -0.97240 -0.66949
H -0.78972 0.85934 -1.59990
H 0.91832 0.49703 -1.41249
H 0.96385 1.57483 0.81706
H -0.76282 1.93809 0.70330
H 0.39068 2.70492 -0.40227
O 2.82991 -0.27434 0.53886
H 3.45733 -0.98537 0.39310
H 1.93938 -0.67569 0.44089
*
```

Atomic partial charges in e from the Mulliken method, atoms 1 to 6: atom 1 (H): 0.18, atom 2 (N): -0.70, atom 3 (C): 0.80, atom 4 (C): -1.18, atom 5 (C): -0.66, atom 6 (C): -0.98

3.
Entry from OMol25: a gas-phase ion, C5H8ClS (charge +1) (the ωB97M-V functional and the def2-TZVPD basis).

Results
- energy above the lowest of the compared OMol25 structures with the same formula, charge and spin (kJ/mol) = 11.0
- energy (Eh) = -1053.31618
- largest force on an atom (eV/A) = 0.8
- HOMO-LUMO gap (eV) = 7.847

ORCA input file:
```
! RIJCOSX wB97M-V def2-TZVPD def2/J DEFGRID3
* xyz 1 1
C 2.61058 0.86624 0.78978
C 1.95943 -0.07085 0.42842
C 1.10707 -1.15551 -0.06035
C -0.14743 -0.52588 -0.73830
C -1.19064 -0.24284 0.33506
S -2.54034 0.82654 -0.24154
Cl -1.72031 2.22497 -1.41207
H 3.01159 1.83680 0.96871
H 0.80025 -1.77762 0.78101
H 1.62431 -1.74675 -0.81117
H 0.19487 0.37886 -1.23371
H -0.50408 -1.21366 -1.50432
H -0.73582 0.21953 1.21107
H -1.63961 -1.19213 0.63309
H -2.82985 1.57230 0.85434
*
```

Atomic partial charges in e from the Mulliken method, atoms 1 to 6: atom 1 (C): 0.01, atom 2 (C): -0.41, atom 3 (C): -0.72, atom 4 (C): -0.78, atom 5 (C): -0.51, atom 6 (S): 0.21

Q: Which of these has the highest energy?
A: C4H11NO

Q: What is the formula in the second record?
A: C4H11NO

Q: Which of these has the highest energy?
A: C4H11NO

Q: Look up the largest force on an atom of the first one.
A: 4.5 eV/A